Record 1
ORCA calculation (ωB97M-V/def2-TZVPD) on a cluster of 6 separate species, C43H91F9N2O23P5S in total.

Cartesian coordinates (Å):
C 6.4820 -0.0627 -1.6545
C 5.6157 -1.0683 -1.6408
C 4.1043 -0.9029 -1.8330
C 3.5279 -2.3240 -1.7919
N 2.0774 -2.4315 -1.4428
C 1.5334 -1.3891 -0.5032
C 2.5614 -0.5652 0.2509
C 3.4980 -1.4039 1.2061
C 2.9361 -2.7638 1.6260
C 1.7159 -2.6864 2.5770
C 1.0257 -4.0696 2.6535
C -0.5059 -3.8734 2.7346
C -1.1808 -4.1863 1.4027
C -2.6659 -3.7715 1.3896
C -2.8507 -2.5403 0.5001
C -4.2723 -1.9925 0.4696
C -4.3024 -0.6248 -0.2701
C -4.9182 -0.7113 -1.6695
C 1.8419 0.4429 1.2023
C 0.3831 0.7876 0.8533
C -0.2613 1.8591 1.7447
C 0.1567 1.8010 3.2246
N -0.9780 2.2772 4.0699
C -1.7507 1.1600 4.5092
C -2.9443 0.7516 3.6941
O -1.4419 0.5345 5.4882
C 3.5478 0.0754 -0.7654
S 3.0206 1.5916 -1.5888
O 3.9547 1.8328 -2.6553
O 1.6932 1.3889 -2.1105
C 3.1307 3.0804 -0.4779
F 4.0826 2.8014 0.4235
F 1.9600 3.2858 0.1272
C 3.5191 4.4480 -1.1402
F 4.5621 4.3861 -1.9491
F 3.9233 5.1971 -0.0806
C 2.3744 5.3054 -1.7883
F 3.0125 6.2740 -2.4659
F 1.6542 5.9203 -0.8539
C 1.4164 4.6295 -2.8034
F 0.8610 5.6096 -3.5198
F 2.0350 3.8359 -3.6420
F 0.4196 4.0289 -2.1810
H 7.4250 -0.2093 -1.1418
H 6.2773 0.8975 -2.1119
H 5.9943 -2.0793 -1.5182
H 3.9754 -0.5305 -2.8513
H 4.0801 -2.9402 -1.0849
H 3.6848 -2.7936 -2.7610
H 1.8442 -3.3566 -1.0829
H 1.5524 -2.3657 -2.3154
H 0.8779 -0.7551 -1.0946
H 0.8698 -1.8924 0.1964
H 3.7544 -0.8174 2.0871
H 4.4483 -1.5855 0.6960
H 2.7562 -3.4453 0.7909
H 3.7139 -3.2524 2.2185
H 1.0029 -1.9325 2.2559
H 2.1461 -2.4875 3.5573
H 1.3798 -4.6095 3.5307
H 1.2935 -4.6806 1.7879
H -0.8924 -4.5097 3.5296
H -0.7189 -2.8336 2.9949
H -1.1219 -5.2669 1.2630
H -0.6723 -3.6674 0.5801
H -3.0415 -3.5912 2.3969
H -3.2349 -4.5883 0.9426
H -2.5872 -2.8066 -0.5286
H -2.1842 -1.7483 0.8647
H -4.6539 -1.8040 1.4751
H -4.9714 -2.6551 -0.0400
H -4.7996 0.1434 0.3204
H -3.2639 -0.3028 -0.4037
H -5.8377 -1.2958 -1.6359
H -4.2493 -1.1965 -2.3817
H -5.1421 0.2854 -2.0478
H 2.4681 1.3101 1.4042
H 1.7790 -0.0703 2.1577
H -0.2060 -0.1228 1.0157
H 0.2283 1.0685 -0.1873
H -1.3334 1.6696 1.7285
H -0.1404 2.8736 1.3699
H 1.0156 2.4503 3.3733
H 0.3657 0.7683 3.5193
H -0.5525 2.6862 4.8953
H -3.5499 0.0332 4.2341
H -3.5176 1.6315 3.4041
H -2.5965 0.3117 2.7542
H 4.4244 0.3540 -0.1801
C 13.2131 -2.7210 -0.3544
O 11.9380 -2.4703 -0.9842
P 11.7000 -1.0285 -1.7114
O 10.2335 -0.9486 -1.8614
O 12.4978 -1.4452 -3.0492
C 11.8750 -2.3549 -3.9544
O 12.2867 0.4594 -1.8308
C 11.7211 1.4696 -0.9716
H 13.1895 -3.7308 0.0444
H 14.0226 -2.6423 -1.0825
H 13.3849 -2.0232 0.4647
H 10.7932 -2.3734 -3.8260
H 12.2761 -3.3586 -3.8054
H 12.1115 -2.0266 -4.9639
H 11.4939 1.0830 0.0201
H 10.8143 1.8577 -1.4304
H 12.4508 2.2698 -0.8817
C 3.3275 7.2985 4.9088
O 4.6271 7.7300 4.4628
P 4.7261 8.6011 3.0865
O 6.1429 8.5075 2.7004
O 4.2869 9.9967 3.7507
C 5.2411 10.6841 4.5633
O 3.8720 8.9136 1.7658
C 4.0849 8.0471 0.6336
H 3.4614 6.7630 5.8445
H 2.6737 8.1566 5.0785
H 2.8706 6.6264 4.1810
H 6.2601 10.3740 4.3362
H 5.0303 10.4987 5.6173
H 5.1356 11.7477 4.3632
H 4.2340 7.0215 0.9405
H 4.9549 8.3962 0.0809
H 3.2055 8.1101 -0.0033
C -5.1848 -9.7065 3.8896
O -4.9282 -8.7824 2.8124
P -5.3868 -9.2018 1.2847
O -4.6070 -8.2347 0.4746
O -6.9167 -8.7466 1.5516
C -7.1827 -7.3527 1.7037
O -5.9656 -10.2617 0.2043
C -5.0148 -10.9169 -0.6566
H -4.8405 -9.2433 4.8100
H -6.2540 -9.9136 3.9721
H -4.6397 -10.6385 3.7406
H -6.3995 -6.7371 1.2628
H -7.2763 -7.1137 2.7646
H -8.1269 -7.1344 1.2097
H -4.0910 -11.1617 -0.1361
H -4.7967 -10.2673 -1.5014
H -5.4740 -11.8350 -1.0148
C -0.9135 6.4429 -5.2567
O -2.0511 6.9909 -5.9509
P -1.9455 8.5079 -6.5424
O -3.3419 8.8998 -6.7858
O -1.1111 8.1041 -7.8590
C -1.8114 7.4579 -8.9219
O -1.0773 9.8404 -6.3525
C -1.5487 10.7964 -5.3806
H -1.1686 5.4276 -4.9690
H -0.0371 6.4222 -5.9087
H -0.6962 7.0219 -4.3626
H -2.8827 7.6485 -8.8723
H -1.6310 6.3822 -8.8837
H -1.4198 7.8488 -9.8583
H -1.9632 10.3119 -4.4986
H -2.3066 11.4255 -5.8412
H -0.7004 11.4086 -5.0851
C -13.4182 -7.4639 0.6108
O -12.3105 -6.5554 0.7788
P -12.6194 -4.9457 0.9023
O -11.2862 -4.3631 0.6323
O -12.9894 -5.0457 2.4742
C -11.9346 -5.3080 3.3953
O -13.6492 -3.7042 0.7875
C -13.6206 -2.9348 -0.4303
H -13.0145 -8.4719 0.5777
H -14.1125 -7.3839 1.4501
H -13.9445 -7.2659 -0.3228
H -10.9630 -5.0422 2.9797
H -11.9360 -6.3640 3.6712
H -12.1211 -4.7105 4.2853
H -13.4607 -3.5600 -1.3064
H -12.8275 -2.1937 -0.3617
H -14.5800 -2.4317 -0.5233

Its spin multiplicity is 1. The total charge is +1. Its frontier orbital gap is 8.28 eV. The HOMO energy is -11.213 eV. The calculation puts the energy at -6536.62278 Eh.

Atomic partial charges in e from the Löwdin method, atoms 1 to 5: C 0.07; C -0.13; C -0.25; C -0.07; N 0.11

Record 2
ORCA calculation (ωB97M-V/def2-TZVPD) on a structure of composition C43H97F3N4O16SZn.

Cartesian coordinates (Å):
C 0.9783 1.1439 -2.4863
C 1.8707 0.0675 -3.1249
C 2.6686 0.7436 -4.2852
C 3.7968 -0.0418 -5.0074
C 4.5105 -0.9938 -3.9740
C 4.5011 -0.4084 -2.5163
N 3.0329 -0.2813 -2.0795
O 2.7558 -0.2144 -0.6875
C 5.1676 0.9659 -2.4569
C 5.2543 -1.3325 -1.5514
C 1.2254 -1.1742 -3.5497
H 0.2524 1.5462 -3.1929
H 1.4312 1.9227 -1.8728
H 0.3657 0.6778 -1.7145
H 3.0219 1.7420 -4.0276
H 1.9041 0.8378 -5.0564
H 4.4162 0.6855 -5.5323
H 3.2819 -0.5776 -5.8048
H 5.5070 -1.1283 -4.3949
H 4.2090 -2.0412 -3.9778
H 4.6245 1.8315 -2.8362
H 6.1968 0.9263 -2.8138
H 5.3405 1.2617 -1.4222
H 4.7618 -2.2906 -1.3853
H 5.4175 -0.7666 -0.6342
H 6.2996 -1.4713 -1.8273
H 0.7237 -1.6143 -2.6879
H 1.8072 -1.9531 -4.0426
H 0.4043 -0.8756 -4.2014
Zn 1.8297 -3.8753 0.4776
S 2.5366 -4.3399 -2.0900
O 2.1825 -3.1144 -1.3955
O 3.9273 -4.3015 -2.5770
O 2.4610 -5.2670 -0.9799
O 1.6166 -4.7575 -3.1533
O 3.0469 -2.6315 1.6939
C 2.8659 -3.2698 2.9366
C 2.6356 -4.8291 2.9840
O 1.8096 -5.3863 2.0019
H 2.0478 -2.8236 3.5020
H 3.8375 -3.2705 3.4307
H 2.3291 -5.1065 3.9926
H 3.6014 -5.2672 2.7321
C -0.8273 -2.1208 0.1696
O -1.1317 -1.3260 1.3173
O -0.1131 -3.2480 0.6274
C -2.2365 -2.3489 -0.5372
F -3.0865 -1.2295 -0.5510
F -1.9707 -2.7229 -1.8079
F -2.9951 -3.3572 0.0550
C -0.1892 -0.3786 1.8876
C -0.7728 0.4780 2.9465
H -1.6867 0.9195 2.5491
H -1.1174 -0.0338 3.8450
H -0.0831 1.2925 3.1678
H 0.2120 0.3467 1.1798
H 0.6688 -0.9033 2.3080
H -0.1874 -1.6633 -0.5849
C -7.9226 4.0788 -3.7827
C -8.2855 3.1507 -2.6080
C -7.2741 3.2203 -1.4137
C -5.9076 2.5064 -1.7280
C -5.6300 1.2354 -0.8963
C -5.2193 1.6294 0.5118
H -7.3345 3.3175 -4.2951
H -7.2878 4.9434 -3.5887
H -8.8845 4.3445 -4.2212
H -9.3029 3.3473 -2.2698
H -8.3477 2.1018 -2.8980
H -7.7248 2.9527 -0.4580
H -7.0751 4.2821 -1.2688
H -5.9631 2.0023 -2.6928
H -5.0806 3.2110 -1.8159
H -6.4295 0.5083 -0.7538
H -4.8663 0.7139 -1.4732
H -4.7941 0.7729 1.0350
H -4.4570 2.4075 0.5515
H -6.0959 1.9672 1.0645
C 1.2903 4.2342 0.9785
C -0.2397 4.6031 1.2060
C -1.1564 3.8927 0.1756
C -2.0536 4.8663 -0.6006
C -1.2823 5.7081 -1.6250
C -0.8424 4.9644 -2.9252
H 1.5900 3.5078 0.2231
H 1.6724 3.7542 1.8795
H 1.9105 5.1055 0.7683
H -0.6176 4.3111 2.1858
H -0.4084 5.6726 1.3321
H -1.8346 3.3771 0.8554
H -0.6223 3.0705 -0.3007
H -2.6850 4.1851 -1.1710
H -2.8057 5.5332 -0.1790
H -1.9812 6.5148 -1.8461
H -0.4469 6.1849 -1.1123
H -0.4880 5.6300 -3.7123
H -0.1061 4.1869 -2.7218
H -1.5897 4.2722 -3.3132
C 1.0841 2.5559 5.4331
C 1.2737 3.9803 5.8582
C 2.6789 4.5912 5.7032
C 3.8586 4.0139 6.4126
C 5.1126 4.8612 5.9750
C 6.4137 4.3917 6.6009
H 1.7853 1.8659 5.9025
H 1.1296 2.5255 4.3444
H 0.0707 2.3485 5.7765
H 0.5065 4.5186 5.3017
H 0.9919 4.1025 6.9040
H 2.5359 5.6130 6.0548
H 2.8322 4.6416 4.6252
H 3.7419 4.1543 7.4872
H 4.0511 2.9637 6.1933
H 5.2795 4.9535 4.9018
H 4.9030 5.8924 6.2591
H 6.8250 3.3973 6.4274
H 7.0611 5.1824 6.2218
H 6.3226 4.5159 7.6800
C 5.1726 0.1077 3.5048
C 4.1050 0.8769 2.7631
O 2.9084 0.1561 3.1035
O 5.6613 -1.0239 2.8105
H 4.9324 -0.2621 4.5016
H 5.9744 0.7956 3.7730
H 4.1734 0.8415 1.6758
H 4.1457 1.9234 3.0652
H 2.9231 -0.6070 2.5212
H 4.9326 -1.6367 2.6874
C -0.9448 -3.5427 -4.7874
C -1.3965 -4.9252 -4.1698
O -0.8596 -5.0544 -2.8779
O 0.4751 -3.5654 -5.1148
H -1.2928 -2.7548 -4.1194
H -1.4382 -3.3182 -5.7331
H -1.1447 -5.7376 -4.8515
H -2.4567 -4.9712 -3.9207
H 0.0940 -4.9436 -2.8741
H 0.9810 -3.9389 -4.3894
O -1.0994 -8.5523 0.5083
C -1.3920 -7.4487 0.0304
N -0.5976 -6.4007 0.2578
C -2.7239 -7.1499 -0.6451
H 0.2469 -6.5394 0.7942
H -1.0361 -5.4921 0.2103
H -2.7355 -7.8049 -1.5163
H -2.9099 -6.1037 -0.8876
H -3.5360 -7.5276 -0.0239
O -4.5707 -1.6584 -6.0035
C -4.5524 -1.8739 -4.8298
N -4.3652 -3.1329 -4.4975
C -4.8485 -0.8051 -3.8340
H -4.2033 -3.5976 -5.3795
H -4.6752 -3.5715 -3.6422
H -5.8558 -0.9230 -3.4346
H -4.7058 0.2336 -4.1318
H -4.1975 -0.9144 -2.9667
O -3.3628 -3.5718 4.8423
C -2.5196 -3.3264 4.0265
N -2.9307 -3.1812 2.7494
C -1.0723 -3.2421 4.4657
H -3.9095 -3.0012 2.5771
H -2.2148 -3.0213 2.0551
H -0.7439 -4.1367 4.9950
H -0.8228 -2.3115 4.9754
H -0.4275 -3.3534 3.5939

Its spin multiplicity is 2. The total charge is -3. Its frontier orbital gap is 4.06 eV. The HOMO energy is 0.448 eV. The calculation puts the energy at -5596.40951 Eh.

Atomic partial charges in e from the Löwdin method, atoms 1 to 5: C -0.04; C -0.43; C -0.16; C -0.16; C -0.11

> What is the spin multiplicity in the second record?

2

> Which of these has the lowest energy?

C43H91F9N2O23P5S